A molecular structure, C3H10NO3 at a distorted geometry, computed with ωB97M-V/def2-TZVPD.

The HOMO-LUMO gap is 8.53 eV. The value obtained for the relative energy (zero: lowest compared OMol25 entry of this formula, charge and spin) is 109.56 kcal/mol. Its largest force on an atom is 4.623 eV/A. As for the LUMO energy: 4.19 eV. Its HOMO energy is -4.33 eV. Its net charge is -1.

Each line ends with the Mulliken charge.
Element x y z (Å)
C  1.024  1.012  0.116  -0.60
O  -0.052  1.724  -0.461  -0.59
C  1.114  -0.423  -0.376  0.13
C  -0.193  -1.185  0.008  -0.74
O  -1.295  -1.183  -0.829  -0.61
N  2.323  -0.777  0.909  -0.64
H  2.005  1.535  -0.146  0.30
H  0.876  1.111  1.218  0.34
H  1.049  -0.322  -1.535  0.31
H  -0.482  -0.680  0.936  0.42
H  0.022  -2.249  0.276  0.21
H  -1.932  -0.427  -0.662  0.43
H  2.174  -0.873  -0.436  0.35
H  1.829  -1.534  1.230  0.25
H  -3.105  1.123  0.642  0.10
H  -0.957  1.650  0.063  0.38
O  -2.330  0.668  0.486  -1.04

***

2 unconnected molecules or ions with the total composition C11H18 at a distorted geometry, computed with ωB97M-V/def2-TZVPD.

The HOMO-LUMO gap is 9.93 eV. The SMILES is Cc1ccccc1.CC(C)C. The value obtained for the relative energy (zero: lowest compared OMol25 entry of this formula, charge and spin) is 36.33 kcal/mol. Its largest force on an atom is 2.849 eV/A. As for the LUMO energy: 0.96 eV. Its HOMO energy is -8.97 eV.

Each line ends with the natural charge from an NBO analysis.
Element x y z (Å)
C  -2.257  2.535  -0.461  -0.64
C  -1.439  2.026  0.692  0.00
C  -0.277  1.374  0.352  -0.22
C  0.772  1.285  1.354  -0.20
C  0.495  1.476  2.693  -0.24
C  -0.822  1.922  2.994  -0.19
C  -1.764  2.208  2.038  -0.23
H  -2.275  1.922  -1.349  0.22
H  -1.913  3.530  -0.674  0.22
H  -3.354  2.646  -0.281  0.21
H  -0.208  0.972  -0.634  0.22
H  1.795  1.034  1.079  0.21
H  1.232  1.389  3.463  0.22
H  -1.143  1.994  4.032  0.21
H  -2.720  2.603  2.331  0.21
C  1.742  -3.270  -0.885  -0.61
C  0.769  -2.077  -1.014  -0.23
C  1.572  -0.735  -1.046  -0.61
C  -0.274  -2.154  -2.127  -0.61
H  1.777  -3.692  0.125  0.21
H  2.800  -2.909  -0.930  0.20
H  1.523  -4.114  -1.509  0.21
H  0.242  -2.109  -0.056  0.20
H  1.552  -0.270  -0.065  0.22
H  2.645  -0.786  -1.235  0.20
H  1.126  -0.083  -1.766  0.20
H  -0.373  -3.239  -2.332  0.21
H  -1.256  -1.885  -1.766  0.21
H  0.032  -1.594  -3.022  0.21

***

C2H6N2O2 in the gas phase at a distorted geometry, computed with ωB97M-V/def2-TZVPD.

The HOMO-LUMO gap is 9.00 eV. The SMILES is NNCC(=O)O. The value obtained for the relative energy (zero: lowest compared OMol25 entry of this formula, charge and spin) is 45.08 kcal/mol. Its largest force on an atom is 3.160 eV/A. As for the LUMO energy: 0.82 eV. Its HOMO energy is -8.18 eV.

Each line ends with the natural charge from an NBO analysis.
Element x y z (Å)
N  1.860  -0.014  0.385  -0.71
N  0.969  -0.614  -0.588  -0.47
C  -0.436  -0.706  -0.025  -0.35
C  -1.010  0.686  -0.023  0.79
O  -0.519  1.784  0.123  -0.58
O  -2.409  0.510  0.114  -0.71
H  2.829  -0.032  0.051  0.36
H  1.639  0.988  0.482  0.37
H  1.274  -1.565  -0.818  0.35
H  -1.010  -1.332  -0.714  0.23
H  -0.427  -1.124  0.986  0.22
H  -2.761  1.420  0.026  0.49

***

C6H6N4O in the gas phase at a distorted geometry, computed with ωB97M-V/def2-TZVPD.

The HOMO-LUMO gap is 9.63 eV. The SMILES is C=C=N/N=C(/O)c1ccn[nH]1. The value obtained for the relative energy (zero: lowest compared OMol25 entry of this formula, charge and spin) is 102.01 kcal/mol. Its largest force on an atom is 4.046 eV/A. As for the LUMO energy: 0.56 eV. Its HOMO energy is -9.07 eV.

Each line ends with the natural charge from an NBO analysis.
Element x y z (Å)
C  -2.756  1.733  -1.176  -0.58
C  -2.061  1.424  -0.095  0.37
N  -1.572  1.039  1.024  -0.27
N  -1.306  -0.272  1.102  -0.32
C  -0.277  -0.976  1.041  0.51
O  -0.378  -2.281  1.348  -0.69
C  0.954  -0.686  0.388  0.02
C  1.334  0.576  -0.015  -0.30
C  2.623  0.385  -0.601  -0.06
N  2.914  -0.913  -0.694  -0.23
N  1.909  -1.557  -0.107  -0.31
H  -2.442  2.431  -1.922  0.24
H  -3.800  1.729  -1.153  0.23
H  -1.253  -2.619  1.489  0.51
H  0.977  1.447  0.401  0.23
H  3.348  1.085  -1.108  0.22
H  1.787  -2.546  0.077  0.42

***

2 unconnected molecules or ions with the total composition CH4NO at a distorted geometry, computed with ωB97M-V/def2-TZVPD.

The HOMO-LUMO gap (spin up / spin down) is 8.00 / 4.34 eV. The value obtained for the relative energy (zero: lowest compared OMol25 entry of this formula, charge and spin) is 198.52 kcal/mol. Its largest force on an atom is 4.615 eV/A. As for the LUMO energy (spin up / spin down): -7.22 / -8.90 eV. Its HOMO energy (spin up / spin down) is -15.22 / -13.24 eV. Its net charge is +1.

Each line ends with the natural charge from an NBO analysis.
Element x y z (Å)
C  2.451  -0.151  -0.124  0.08
N  -1.863  0.310  -0.145  -0.05
O  -0.733  0.116  0.200  -0.08
H  2.613  -1.113  -0.413  0.10
H  2.365  0.041  1.022  0.14
H  -2.278  -0.258  -0.907  0.40
H  -2.555  1.055  0.367  0.42

***

2 unconnected molecules or ions with the total composition C2H6NO2, computed with ωB97M-V/def2-TZVPD.

The HOMO-LUMO gap is 7.98 eV. The value obtained for the relative energy (zero: lowest compared OMol25 entry of this formula, charge and spin) is 25.86 kcal/mol. Its largest force on an atom is 0.903 eV/A. As for the LUMO energy: 4.16 eV. Its HOMO energy is -3.82 eV. Its net charge is -1.

Each line ends with the natural charge from an NBO analysis.
Element x y z (Å)
C  1.950  0.436  -0.680  -0.24
O  0.703  1.039  -0.928  -0.80
H  2.163  0.386  0.392  0.15
H  2.716  1.033  -1.174  0.15
H  1.984  -0.581  -1.091  0.15
C  -2.243  -0.542  0.568  0.47
N  -0.929  -0.558  0.562  -0.96
O  -3.047  -0.868  1.478  -0.79
H  -2.737  -0.157  -0.349  0.05
H  0.064  0.585  -0.290  0.51
H  -0.623  -0.772  1.514  0.32